Entry 1:
Formula: C8H18N2
Source: OMol25
Level of theory: ωB97M-V/def2-TZVPD

Calculated values
Multiplicity: 1
SMILES string: [H]/N=C(/C)C(C)(C)C(C)(C)N
Orbital gap (eV): 9.755
Relative energy (zero: lowest compared OMol25 entry of this formula, charge and spin) (kJ/mol): 79.6
LUMO (eV): 0.774
Strongest force on any atom (hartree/bohr): 0.0544

Element x y z (Å)
C1 -1.638 1.566 -0.490
C2 -0.185 0.696 1.870
C3 -0.946 -1.479 0.970
C4 -0.544 0.506 -0.672
C5 -0.090 -0.239 0.638
N1 -0.964 -0.365 -1.741
H1 -1.688 -1.032 -1.489
H2 -1.174 0.138 -2.600
H3 -2.541 1.132 -0.049
H4 -1.301 2.390 0.143
H5 -1.907 2.020 -1.451
H6 -1.214 1.022 2.051
H7 0.145 0.181 2.778
H8 -0.917 -2.237 0.182
H9 -1.993 -1.203 1.128
H10 -0.570 -1.968 1.875
H11 0.435 1.589 1.759
C6 1.707 -1.749 -0.631
C7 0.833 1.325 -1.200
C8 1.398 -0.688 0.413
N2 2.361 -0.423 1.248
H12 2.065 0.111 2.064
H13 1.180 -1.594 -1.569
H14 1.449 -2.734 -0.237
H15 0.501 1.872 -2.092
H16 1.711 0.801 -1.584
H17 1.110 2.081 -0.460
H18 2.777 -1.718 -0.855


Entry 2:
Formula: C8H18NO2PS
Source: OMol25
Level of theory: ωB97M-V/def2-TZVPD

Calculated values
Multiplicity: 1
SMILES string: CCCC(=O)[P@@](=O)(SCC)N(C)C
Orbital gap (eV): 8.810
Relative energy (zero: lowest compared OMol25 entry of this formula, charge and spin) (kJ/mol): 326.8
LUMO (eV): 0.032
Strongest force on any atom (hartree/bohr): 0.1023

Element x y z (Å)
O1 0.287 -1.686 -2.140
O2 1.142 1.661 -1.535
S1 -0.502 1.531 0.800
C1 -0.348 -0.788 -1.647
N1 2.097 -0.104 0.116
C2 1.752 -0.989 1.307
C3 3.119 -0.569 -0.693
C4 -0.444 3.879 2.013
C5 -2.103 -2.530 0.115
C6 0.366 3.128 0.924
C7 -1.907 -0.804 -1.729
C8 -2.655 -2.095 -1.239
P1 0.680 0.583 -0.698
H1 1.157 -0.634 2.101
H2 1.296 -1.857 0.853
H3 2.736 -1.493 1.677
H4 3.955 -0.985 -0.114
H5 2.740 -1.536 -1.241
H6 3.566 0.183 -1.445
H7 -1.592 3.665 1.900
H8 -0.142 3.466 3.013
H9 -0.310 4.927 1.997
H10 -2.329 -1.904 1.020
H11 -2.528 -3.511 0.361
H12 -0.954 -2.651 0.063
H13 0.384 3.792 -0.021
H14 1.399 2.790 1.176
H15 -2.297 -0.844 -2.824
H16 -2.331 0.161 -1.256
H17 -3.734 -1.836 -0.965
H18 -2.502 -2.951 -1.891


Entry 3:
Formula: C8H18NSi
Source: OMol25
Level of theory: ωB97M-V/def2-TZVPD

Calculated values
Multiplicity: 1
Orbital gap (alpha / beta) (eV): 4.016 / 4.017
Relative energy (zero: lowest compared OMol25 entry of this formula, charge and spin) (kJ/mol): 316.9
LUMO (alpha / beta) (eV): -8.278 / -8.277
Strongest force on any atom (hartree/bohr): 0.0723
Net charge: +1

Element x y z (Å)
C1 3.162 0.027 0.015
C2 3.286 -1.361 -0.154
C3 3.970 1.228 0.391
C4 2.538 1.868 0.533
C5 -3.988 0.228 -0.592
C6 -2.293 -2.193 0.427
C7 -1.163 0.826 1.051
C8 -0.923 -0.335 -1.622
N1 1.968 0.622 0.258
Si1 -2.229 -0.334 -0.154
H1 2.358 -1.844 -0.240
H2 4.264 -1.757 0.188
H3 4.318 1.001 1.419
H4 4.778 1.646 -0.175
H5 2.128 2.260 1.531
H6 2.303 2.558 -0.226
H7 -4.642 -0.588 -0.435
H8 -4.188 1.216 -0.045
H9 -3.998 0.410 -1.660
H10 -2.037 -2.866 -0.448
H11 -1.527 -2.176 1.198
H12 -3.229 -2.307 0.943
H13 -1.432 0.740 2.094
H14 -0.122 0.522 0.898
H15 -1.211 1.853 0.565
H16 -0.413 -1.310 -1.641
H17 -1.520 -0.423 -2.595
H18 -0.159 0.489 -1.523


Entry 4:
Formula: C8H18O2
Source: OMol25
Level of theory: ωB97M-V/def2-TZVPD

Calculated values
Multiplicity: 1
SMILES string: CCC[C@@H](O)[C@@H](CC)CO
Orbital gap (eV): 9.996
Relative energy (zero: lowest compared OMol25 entry of this formula, charge and spin) (kJ/mol): 821.6
LUMO (eV): 0.796
Strongest force on any atom (hartree/bohr): 0.2768

Element x y z (Å)
C1 3.563 0.456 -0.304
C2 1.954 0.738 -0.256
C3 1.308 -0.295 0.659
H1 1.571 -1.233 0.409
H2 1.950 0.118 1.682
C4 0.040 0.046 1.051
O1 -0.032 1.337 1.605
H3 -1.063 1.631 1.328
H4 -0.312 -0.631 1.672
C5 -0.952 -0.230 -0.246
C6 -0.756 -1.901 -0.860
C7 0.136 -1.916 -2.151
H5 1.049 -1.365 -1.813
H6 0.035 -3.040 -2.327
H7 -0.370 -1.232 -2.915
H8 -0.314 -2.401 0.170
H9 -1.828 -2.023 -0.811
C8 -2.345 0.020 0.158
O2 -2.766 1.343 0.257
H10 -2.381 1.812 -0.336
H11 -2.979 -0.230 -0.847
H12 -2.574 -0.704 1.006
H13 -0.611 0.279 -1.105
H14 1.726 0.449 -1.158
H15 1.884 1.760 -0.230
H16 3.964 1.195 -1.101
H17 3.832 -0.360 -0.592
H18 4.038 0.555 0.470


Entry 5:
Formula: C8H18O2
Source: OMol25
Level of theory: ωB97M-V/def2-TZVPD

Calculated values
Multiplicity: 1
SMILES string: CC(=O)C(C)(C)C.CCO
Orbital gap (eV): 10.265
Relative energy (zero: lowest compared OMol25 entry of this formula, charge and spin) (kJ/mol): 230.1
LUMO (eV): 0.856
Strongest force on any atom (hartree/bohr): 0.0660

Element x y z (Å)
C1 1.365 0.467 0.234
C2 0.845 1.143 1.506
C3 2.902 0.473 0.227
C4 0.828 1.228 -0.994
C5 1.434 -1.892 -0.879
C6 0.842 -0.972 0.168
O1 0.024 -1.394 0.954
H1 1.176 2.261 -0.955
H2 1.192 0.798 -1.927
H3 -0.243 1.155 1.501
H4 1.209 2.170 1.558
H5 1.183 0.612 2.395
H6 3.262 1.498 0.322
H7 3.309 0.062 -0.696
H8 3.299 -0.101 1.066
H9 -0.262 1.231 -0.994
H10 1.652 -1.378 -1.812
H11 0.746 -2.716 -1.060
H12 2.369 -2.301 -0.492
C7 -3.016 -0.267 0.631
C8 -3.171 -1.139 -0.528
O2 -2.514 1.108 -0.235
H13 -2.837 1.929 0.157
H14 -3.936 0.047 1.122
H15 -2.175 -0.486 1.285
H16 -4.081 -1.730 -0.555
H17 -3.130 -0.123 -1.204
H18 -2.273 -1.682 -0.795


Entry 6:
Formula: C8H18OP
Source: OMol25
Level of theory: ωB97M-V/def2-TZVPD

Calculated values
Multiplicity: 1
Orbital gap (alpha / beta) (eV): 7.734 / 8.490
Relative energy (zero: lowest compared OMol25 entry of this formula, charge and spin) (kJ/mol): 110.1
LUMO (alpha / beta) (eV): -5.543 / -4.619
Strongest force on any atom (hartree/bohr): 0.0431
Net charge: +1

Element x y z (Å)
C1 -1.713 -1.843 0.125
C2 -2.754 -2.858 0.523
C3 0.738 2.673 0.797
C4 1.585 0.564 1.913
C5 -0.665 1.208 -1.731
C6 2.078 0.330 -1.405
C7 -0.645 -2.443 -0.666
C8 0.513 1.181 1.026
O1 -1.757 -0.675 0.420
P1 0.434 0.291 -0.608
H1 -2.375 -3.874 0.464
H2 -3.112 -2.647 1.529
H3 -3.596 -2.756 -0.163
H4 0.809 3.159 1.769
H5 -0.093 3.127 0.263
H6 1.664 2.873 0.263
H7 2.574 0.664 1.469
H8 1.381 -0.493 2.090
H9 1.599 1.072 2.877
H10 -0.232 2.177 -1.976
H11 -1.634 1.338 -1.256
H12 -0.789 0.639 -2.651
H13 2.781 -0.308 -0.874
H14 2.452 1.354 -1.412
H15 1.983 -0.020 -2.430
H16 0.085 -3.045 -0.148
H17 -0.841 -2.719 -1.689
H18 -0.470 1.030 1.481


Entry 7:
Formula: C8H19BrFN2O6Si2
Source: OMol25
Level of theory: ωB97M-V/def2-TZVPD

Calculated values
Multiplicity: 1
Orbital gap (eV): 6.885
LUMO (eV): -5.365
Strongest force on any atom (hartree/bohr): 0.0164
Net charge: +1

Element x y z (Å)
C1 1.967 2.070 0.810
C2 1.828 1.150 2.019
O1 1.665 -0.198 1.577
Si1 0.168 -0.745 1.237
F1 -0.429 -1.506 2.489
O2 -0.793 0.523 0.883
Si2 -2.405 0.269 0.497
N1 -3.305 1.036 1.765
C3 -2.835 1.083 -1.139
C4 -3.499 0.179 -2.112
O3 -4.634 0.249 -2.419
Br1 -2.404 -1.233 -2.869
N2 0.269 -1.785 -0.129
C5 0.312 -3.226 0.116
C6 -1.017 -3.890 -0.027
O4 1.325 -3.796 0.406
C7 1.239 -1.294 -1.083
C8 2.618 -1.869 -1.102
O5 0.912 -0.385 -1.805
H1 1.510 3.042 1.008
H2 3.015 2.205 0.549
H3 1.481 1.603 -0.045
H4 2.743 1.173 2.605
H5 1.019 1.462 2.676
H6 -2.724 -1.170 0.495
H7 -2.697 1.270 2.540
H8 -4.044 0.444 2.124
H9 -3.548 1.877 -0.930
H10 -1.938 1.529 -1.566
H11 -0.880 -4.952 -0.183
H12 -1.592 -3.705 0.880
H13 -1.564 -3.439 -0.850
H14 2.645 -2.819 -1.629
H15 3.016 -2.013 -0.106
H16 3.245 -1.167 -1.644
O6 2.459 4.350 -1.196
H17 2.923 4.800 -1.933
H18 1.617 3.934 -1.481
H19 2.330 4.941 -0.426